# 1
8
Properties=species:S:1:pos:R:3:forces:R:3 method="wB97M-V/def2-TZVPD" orbital_gap_ha="0.3819 / 0.3636" homo_ev="-9.320 / -10.578" energy_ev=-2621.412 molar_mass_g_mol=32.07 total_charge=0 multiplicity=2 relative_energy_ev=0.742
C -0.546 -0.844 0.295 -3.16 -1.67 0.01
N 0.818 1.370 -0.266 -0.97 -1.38 -0.07
H -0.742 -0.812 1.360 0.74 0.25 0.37
H -1.498 -0.490 -0.165 1.05 0.46 -0.12
H -0.447 -1.878 -0.048 0.91 0.29 -0.05
H 0.542 0.639 0.449 1.21 1.08 -0.06
H 1.697 1.073 -0.683 0.35 -0.01 0.48
H 0.177 0.941 -0.942 -0.14 0.99 -0.57

***

# 2
24
Properties=species:S:1:pos:R:3:forces:R:3 method="wB97M-V/def2-TZVPD" orbital_gap_ha=0.2672 homo_ev=-13.855 energy_ev=-18891.346 molar_mass_g_mol=156.28 total_charge=+1 relative_energy_ev=3.124
C 1.134 -2.314 -1.138 -0.01 1.50 0.24
C -0.591 -1.484 0.970 -1.45 -0.64 1.89
C 0.650 -3.122 -0.300 1.11 -3.91 0.40
C -0.224 -2.954 0.871 -2.19 0.60 -1.31
C 1.103 1.877 -1.548 -2.09 1.31 1.66
C 0.516 1.706 1.569 1.06 -2.88 -2.80
C -1.789 2.096 -0.469 1.27 0.36 0.60
N -0.335 -0.651 -0.061 1.56 1.21 -2.90
O -1.125 -1.166 1.997 0.07 0.69 0.39
Si -0.095 1.234 -0.191 -0.21 1.30 1.46
H 1.736 -1.741 -1.847 -0.39 -0.48 0.31
H -0.602 -1.024 -0.967 -0.40 -0.13 -0.05
H 1.023 -4.245 -0.350 -0.39 2.02 -0.53
H 0.208 -3.182 1.790 1.53 -0.49 1.45
H -1.139 -3.619 0.941 0.85 0.77 -0.80
H 0.650 2.914 -1.728 0.70 -1.36 0.04
H 2.095 2.004 -1.226 1.27 0.47 1.32
H 1.322 1.418 -2.446 -0.59 -1.19 -2.28
H -0.291 1.920 2.140 -2.90 -0.02 2.00
H 1.087 0.857 1.965 -0.06 0.42 0.24
H 1.042 2.591 1.640 1.74 1.76 -0.38
H -1.880 2.280 -1.518 -0.22 0.31 -0.79
H -2.634 1.522 -0.172 -0.65 -0.60 0.38
H -1.860 3.082 0.077 0.38 -1.01 -0.53

***

# 3
19
Properties=species:S:1:pos:R:3:forces:R:3 method="wB97M-V/def2-TZVPD" orbital_gap_ha="0.2956 / 0.2956" homo_ev="-7.591 / -7.590" energy_ev=-10942.079 molar_mass_g_mol=117.15 total_charge=0 relative_energy_ev=7.187
C 0.809 0.247 -0.017 -3.78 -4.20 0.17
C -1.798 -0.937 -0.905 -0.01 0.45 -0.58
C 1.748 -0.112 1.103 -0.43 -0.43 -0.03
N -0.854 -0.931 0.191 2.68 -1.35 0.25
C -0.057 1.328 0.134 5.04 5.60 -0.10
C -1.083 1.944 0.679 -0.31 -0.70 -0.47
O -0.153 -2.212 0.062 -0.39 0.33 -0.11
O 1.221 -0.067 -1.281 0.21 0.40 0.16
H 0.277 -2.158 -0.815 -0.16 -0.14 0.26
H 2.189 -0.055 -1.309 -0.13 -0.22 -0.01
H 1.060 2.067 -0.084 -3.09 -0.03 0.33
H -2.499 -0.106 -0.799 0.19 0.13 -0.05
H -1.312 -0.869 -1.896 -0.09 0.02 0.05
H -2.420 -1.845 -0.913 0.40 0.05 0.29
H 2.783 0.134 0.851 -0.08 0.07 -0.08
H 1.663 -1.196 1.239 0.07 0.11 -0.04
H 1.486 0.373 2.043 -0.07 0.06 -0.21
H -1.965 1.372 0.938 -0.02 0.04 0.27
H -1.095 3.023 0.779 -0.03 -0.20 -0.09

***

# 4
32
Properties=species:S:1:pos:R:3:forces:R:3 method="wB97M-V/def2-TZVPD" orbital_gap_ha="0.3308 / 0.2375" homo_ev="-9.373 / -9.558" energy_ev=-40141.734 molar_mass_g_mol=407.21 total_charge=0 multiplicity=5 relative_energy_ev=0.032
Rh -0.053 -0.196 0.228 0.16 -0.09 0.19
O -3.231 -0.006 -1.206 -0.15 -0.01 -0.12
S -1.913 -0.084 -1.744 0.29 -0.03 0.35
O -1.732 -0.143 -3.160 0.07 0.00 -0.02
O -1.154 -1.294 -1.057 -0.18 0.03 -0.08
O -1.008 1.028 -1.129 -0.12 0.06 -0.20
C 5.410 0.010 -1.210 -0.13 0.01 -0.05
N 3.957 0.039 -1.345 0.11 -0.01 -0.05
C 3.246 0.231 -2.513 0.11 0.01 0.09
C 1.933 0.192 -2.175 -0.07 -0.01 0.06
N 1.841 -0.027 -0.817 -0.09 0.07 -0.27
C 3.072 -0.115 -0.352 0.03 0.01 -0.03
H 5.849 0.162 -2.191 0.01 0.00 0.00
H 5.733 -0.955 -0.824 0.01 -0.01 0.01
H 5.743 0.805 -0.547 0.01 0.00 0.01
H 3.738 0.379 -3.458 -0.01 0.00 0.02
H 1.054 0.306 -2.789 0.00 -0.02 0.02
H 3.346 -0.279 0.677 -0.01 0.00 -0.01
N 0.103 0.795 10.168 0.01 0.00 -0.03
C 0.084 0.669 9.026 -0.01 -0.02 -0.19
C 0.060 0.510 7.590 0.01 0.03 0.29
C -0.261 -0.727 7.039 -0.01 -0.05 -0.06
C -0.283 -0.878 5.665 -0.01 -0.04 0.06
C 0.020 0.204 4.836 0.01 -0.05 -0.24
C 0.338 1.442 5.399 0.02 0.06 0.05
C 0.359 1.596 6.772 0.01 0.03 -0.07
C 0.003 0.044 3.412 -0.05 0.05 0.28
C -0.012 -0.094 2.199 0.00 -0.03 -0.01
H -0.492 -1.560 7.688 -0.01 0.01 -0.01
H -0.535 -1.832 5.223 0.01 0.01 0.00
H 0.564 2.278 4.751 0.00 -0.01 0.01
H 0.605 2.551 7.215 -0.01 0.00 0.00

***

# 5
19
Properties=species:S:1:pos:R:3:forces:R:3 method="wB97M-V/def2-TZVPD" orbital_gap_ha=0.3020 homo_ev=-4.424 energy_ev=-13444.356 molar_mass_g_mol=141.15 total_charge=-1 relative_energy_ev=1.407
C 0.238 3.774 -2.156 -2.14 1.23 1.67
C -0.158 2.336 -1.895 1.07 -4.04 -1.89
O 0.735 1.586 -1.352 0.25 1.66 1.01
O -1.129 1.731 -2.413 -0.88 2.20 0.18
H 0.807 3.991 -3.029 0.46 -0.46 -0.82
H 0.809 4.091 -1.286 0.21 0.16 -0.01
H -0.679 4.431 -2.193 0.78 -0.63 -0.07
C -0.830 -3.060 2.460 -0.69 -1.69 -0.26
C 1.474 -1.325 0.312 -0.77 1.29 -0.78
C -0.581 -1.123 0.864 -1.65 -1.36 -1.00
C -0.086 -2.287 1.477 0.86 4.80 -0.21
N 0.321 -0.639 -0.022 0.36 -0.05 1.38
N 1.263 -2.183 1.273 0.97 -2.62 -0.60
H 0.138 0.266 -0.585 1.32 -0.71 -0.06
H 2.395 -1.151 -0.226 0.05 0.05 0.33
H -1.569 -0.678 0.847 -0.09 -0.30 0.12
H -1.792 -2.505 2.493 0.31 -0.77 0.60
H -0.332 -3.165 3.455 -0.51 0.05 -0.77
H -1.024 -4.091 1.979 0.10 1.19 1.19

***

# 6
15
Properties=species:S:1:pos:R:3:forces:R:3 method="wB97M-V/def2-TZVPD" orbital_gap_ha=0.3491 homo_ev=-10.356 energy_ev=-633539.956 molar_mass_g_mol=758.19 total_charge=0 relative_energy_ev=1.073
C 0.514 1.080 1.548 1.17 0.98 -0.52
Br 2.343 0.496 2.096 -1.30 0.46 -0.16
Br 0.592 1.247 -0.516 -0.48 -0.10 2.20
Br -0.030 2.806 2.472 0.53 -1.59 -1.03
H -0.180 0.312 1.891 0.07 0.24 -0.50
C -6.030 -1.808 2.851 -0.32 -0.22 0.22
Br -4.955 -0.257 2.336 -0.39 -0.87 0.03
Br -6.172 -1.927 4.787 0.42 -0.22 -0.21
Br -5.517 -3.533 1.983 -0.21 1.34 0.63
H -7.080 -1.616 2.628 0.51 -0.03 -0.67
C 5.184 0.584 -4.329 0.67 0.68 -0.38
Br 4.623 -0.307 -6.019 0.52 0.29 1.38
Br 5.713 2.441 -4.757 -0.14 -0.69 0.11
Br 6.678 -0.251 -3.283 -1.32 0.30 -0.96
H 4.317 0.733 -3.686 0.26 -0.58 -0.14

***

# 7
20
Properties=species:S:1:pos:R:3:forces:R:3 method="wB97M-V/def2-TZVPD" orbital_gap_ha=0.2220 homo_ev=-2.349 energy_ev=-9489.307 molar_mass_g_mol=105.16 total_charge=-1 relative_energy_ev=2.021
C 1.975 0.955 0.292 0.84 -0.12 0.90
O 3.213 0.576 0.685 -0.81 0.12 -0.22
C 1.098 -0.251 -0.246 0.52 0.75 1.32
C -0.256 0.195 -0.765 -1.15 3.10 0.54
C -1.599 0.239 0.038 1.39 -1.44 2.34
C -1.359 1.016 1.377 0.66 -0.95 0.41
H 2.061 1.740 -0.581 -0.82 -0.74 0.95
H 1.339 1.367 1.168 0.53 0.30 -0.97
H 1.825 -0.590 -1.021 -1.06 -0.59 0.27
H 0.935 -0.987 0.595 0.67 0.43 -0.75
H -0.212 1.276 -1.078 0.59 -0.75 -0.12
H -0.402 -0.347 -1.608 -0.95 -1.47 -2.93
H -2.547 0.592 -0.416 1.02 0.31 -0.48
H -1.875 -0.780 0.348 0.09 -0.16 -0.11
H -1.089 2.034 1.072 -0.07 -0.03 0.60
H -2.306 0.970 1.935 0.30 0.43 0.11
H -0.501 0.588 2.087 -1.81 0.80 -1.87
H -0.177 -2.776 -0.487 -0.16 -0.83 -2.11
H 0.183 -2.608 -1.999 -0.36 -0.44 0.67
O -0.305 -3.210 -1.397 0.56 1.28 1.45

***

# 8
15
Properties=species:S:1:pos:R:3:forces:R:3 method="wB97M-V/def2-TZVPD" orbital_gap_ha=0.3592 homo_ev=-8.843 energy_ev=-9303.142 molar_mass_g_mol=100.12 total_charge=0 relative_energy_ev=3.251
C -0.257 0.951 1.607 -0.21 -0.21 -0.14
C -0.100 1.163 0.125 -1.11 -2.50 -0.79
O 1.281 1.033 -0.282 -0.16 0.07 -0.51
C 1.052 -0.213 -0.809 0.47 -0.79 -0.49
N 1.821 -1.167 -1.059 0.29 0.14 0.15
C -0.429 -0.182 -0.869 0.32 0.16 0.70
N -1.173 -1.276 -0.379 -0.01 -0.31 0.25
H -0.141 -0.129 1.764 -0.12 0.08 0.32
H -1.242 1.254 1.969 0.04 -0.11 -0.11
H 0.496 1.450 2.236 -0.16 0.05 -0.59
H -0.822 1.556 -0.539 0.03 3.39 0.30
H 2.778 -0.925 -0.826 0.31 -0.04 -0.03
H -0.763 0.117 -1.893 0.13 0.24 0.96
H -1.928 -1.603 -0.964 0.27 0.06 0.02
H -0.574 -2.029 -0.082 -0.09 -0.26 -0.05